a | {
  "formula": "C40H35GeN3O4Re",
  "method": "ωB97M-V/def2-TZVPD",
  "spin_multiplicity": 4,
  "charge": 2,
  "homo_energy_ha": [-0.497, -0.504],
  "gap_ha": [0.2663, 0.2265],
  "species": ["Re", "C", "C", "N", "O", "C", "C", "N", "O", "H", "H", "H", "H", "H", "H", "H", "O", "C", "O", "C", "C", "C", "C", "C", "C", "C", "C", "C", "N", "H", "H", "H", "H", "H", "H", "C", "C", "C", "C", "C", "C", "C", "C", "C", "C", "C", "C", "C", "C", "H", "H", "H", "H", "H", "H", "H", "H", "H", "H", "H", "Ge", "C", "C", "C", "C", "C", "C", "C", "C", "C", "C", "C", "C", "H", "H", "H", "H", "H", "H", "H", "H", "H", "H", "H"],
  "coordinates": [[-0.663, -0.506, -0.034], [0.874, -1.241, 3.940], [0.551, -1.229, 2.490], [-0.309, -0.401, 1.937], [-0.950, 0.580, 2.671], [1.194, -2.118, 1.575], [2.244, -3.118, 1.906], [0.777, -1.890, 0.339], [1.226, -2.406, -0.706], [0.368, -0.464, 4.506], [1.949, -1.106, 4.068], [0.622, -2.217, 4.359], [-1.416, 0.137, 3.400], [3.143, -2.640, 2.302], [2.516, -3.663, 1.005], [1.887, -3.831, 2.650], [1.251, 3.064, -1.020], [0.489, 2.212, -0.656], [0.905, 0.984, -0.328], [-0.992, 2.438, -0.556], [-1.448, 3.752, -0.617], [-2.799, 3.969, -0.581], [-3.681, 2.877, -0.548], [-5.085, 3.063, -0.584], [-5.924, 1.991, -0.603], [-5.389, 0.684, -0.591], [-4.041, 0.468, -0.539], [-3.149, 1.561, -0.506], [-1.782, 1.368, -0.460], [-0.727, 4.551, -0.692], [-3.199, 4.975, -0.601], [-5.472, 4.074, -0.609], [-6.995, 2.133, -0.640], [-6.060, -0.164, -0.622], [-3.659, -0.541, -0.532], [0.330, -1.497, -4.105], [-0.388, -0.589, -3.349], [-1.230, -1.061, -2.338], [-1.328, -2.443, -2.060], [-0.635, -3.342, -2.872], [0.187, -2.866, -3.876], [-2.036, -2.855, -0.869], [-2.005, -2.015, 0.210], [-2.683, -2.360, 1.481], [-2.703, -3.680, 1.939], [-3.324, -4.004, 3.135], [-3.943, -3.017, 3.890], [-3.933, -1.701, 3.446], [-3.300, -1.374, 2.256], [0.964, -1.146, -4.907], [-0.350, 0.466, -3.585], [-2.018, -0.399, -1.987], [-0.708, -4.404, -2.679], [0.733, -3.568, -4.493], [-2.500, -3.837, -0.835], [-2.212, -4.458, 1.368], [-3.326, -5.029, 3.478], [-4.437, -3.274, 4.816], [-4.431, -0.932, 4.021], [-3.313, -0.348, 1.912], [2.962, 0.937, -0.419], [3.560, 2.144, 0.933], [3.902, 1.562, 2.156], [4.387, 2.345, 3.193], [4.537, 3.710, 3.011], [4.211, 4.296, 1.794], [3.724, 3.520, 0.756], [3.320, 0.892, -2.292], [3.562, -0.366, -2.845], [3.905, -0.479, -4.185], [3.987, 0.656, -4.976], [3.736, 1.911, -4.434], [3.410, 2.033, -3.093], [2.994, -0.487, 0.149], [3.808, 0.490, 2.296], [4.660, 1.890, 4.136], [4.917, 4.322, 3.818], [4.345, 5.359, 1.654], [3.476, 3.985, -0.187], [3.501, -1.258, -2.232], [4.117, -1.452, -4.607], [4.262, 0.568, -6.019], [3.813, 2.794, -5.053], [3.237, 3.014, -2.673]],
  "nbo_charge": [1.541, -0.688, 0.328, -0.223, -0.521, 0.059, -0.669, -0.019, -0.416, 0.249, 0.268, 0.271, 0.496, 0.242, 0.268, 0.248, -0.532, 0.772, -0.816, 0.132, -0.222, -0.044, -0.084, -0.159, -0.164, -0.156, -0.197, 0.171, -0.508, 0.270, 0.247, 0.240, 0.246, 0.241, 0.223, -0.189, -0.136, -0.365, 0.000, -0.163, -0.116, -0.148, -0.271, -0.032, -0.208, -0.192, -0.186, -0.200, -0.261, 0.245, 0.234, 0.262, 0.240, 0.242, 0.234, 0.218, 0.236, 0.237, 0.229, 0.212, 1.557, -0.440, -0.211, -0.216, -0.151, -0.202, -0.203, -0.446, -0.221, -0.207, -0.172, -0.206, -0.195, -0.182, 0.204, 0.229, 0.233, 0.234, 0.227, 0.227, 0.229, 0.234, 0.234, 0.226]
}

b | {
  "formula": "C40H35GeN3O4Re",
  "method": "ωB97M-V/def2-TZVPD",
  "spin_multiplicity": 4,
  "charge": 2,
  "homo_energy_ha": [-0.496, -0.503],
  "gap_ha": [0.2655, 0.2235],
  "species": ["Re", "C", "C", "N", "O", "C", "C", "N", "O", "H", "H", "H", "H", "H", "H", "H", "O", "C", "O", "C", "C", "C", "C", "C", "C", "C", "C", "C", "N", "H", "H", "H", "H", "H", "H", "C", "C", "C", "C", "C", "C", "C", "C", "C", "C", "C", "C", "C", "C", "H", "H", "H", "H", "H", "H", "H", "H", "H", "H", "H", "Ge", "C", "C", "C", "C", "C", "C", "C", "C", "C", "C", "C", "C", "H", "H", "H", "H", "H", "H", "H", "H", "H", "H", "H"],
  "coordinates": [[-0.634, -0.515, -0.012], [0.915, -1.295, 3.944], [0.588, -1.267, 2.496], [-0.280, -0.434, 1.955], [-0.923, 0.540, 2.696], [1.226, -2.145, 1.569], [2.276, -3.152, 1.881], [0.796, -1.902, 0.340], [1.234, -2.405, -0.717], [0.405, -0.532, 4.524], [1.990, -1.152, 4.070], [0.673, -2.279, 4.350], [-1.322, 0.101, 3.466], [3.177, -2.682, 2.278], [2.539, -3.686, 0.972], [1.920, -3.873, 2.618], [1.265, 3.068, -0.978], [0.506, 2.211, -0.620], [0.931, 0.986, -0.287], [-0.975, 2.433, -0.531], [-1.437, 3.744, -0.582], [-2.789, 3.954, -0.559], [-3.666, 2.858, -0.551], [-5.071, 3.039, -0.606], [-5.904, 1.963, -0.647], [-5.363, 0.658, -0.637], [-4.015, 0.449, -0.570], [-3.129, 1.545, -0.515], [-1.761, 1.358, -0.453], [-0.719, 4.548, -0.637], [-3.193, 4.959, -0.569], [-5.462, 4.048, -0.629], [-6.975, 2.102, -0.699], [-6.029, -0.194, -0.686], [-3.626, -0.558, -0.570], [0.250, -1.523, -4.184], [-0.358, -0.597, -3.353], [-1.162, -1.054, -2.312], [-1.335, -2.432, -2.069], [-0.744, -3.343, -2.944], [0.045, -2.887, -3.986], [-2.028, -2.845, -0.873], [-1.979, -2.024, 0.218], [-2.679, -2.357, 1.480], [-2.751, -3.679, 1.925], [-3.396, -3.992, 3.112], [-3.991, -2.991, 3.867], [-3.928, -1.672, 3.436], [-3.267, -1.358, 2.258], [0.848, -1.183, -5.017], [-0.266, 0.462, -3.558], [-1.859, -0.343, -1.868], [-0.877, -4.405, -2.779], [0.506, -3.599, -4.657], [-2.526, -3.811, -0.854], [-2.280, -4.469, 1.352], [-3.437, -5.020, 3.446], [-4.507, -3.238, 4.785], [-4.406, -0.890, 4.012], [-3.237, -0.329, 1.922], [2.998, 0.990, -0.383], [3.578, 2.211, 0.954], [3.938, 1.638, 2.176], [4.404, 2.440, 3.209], [4.515, 3.809, 3.021], [4.173, 4.382, 1.802], [3.706, 3.590, 0.767], [3.337, 0.900, -2.252], [3.578, -0.372, -2.773], [3.893, -0.518, -4.117], [3.947, 0.597, -4.941], [3.695, 1.864, -4.429], [3.399, 2.021, -3.085], [3.046, -0.426, 0.208], [3.872, 0.566, 2.320], [4.691, 1.996, 4.153], [4.877, 4.434, 3.827], [4.279, 5.449, 1.657], [3.445, 4.044, -0.179], [3.543, -1.246, -2.133], [4.106, -1.501, -4.516], [4.201, 0.482, -5.987], [3.751, 2.731, -5.074], [3.228, 3.012, -2.686]],
  "nbo_charge": [1.536, -0.688, 0.329, -0.219, -0.519, 0.054, -0.668, -0.016, -0.411, 0.246, 0.269, 0.271, 0.495, 0.242, 0.268, 0.247, -0.534, 0.773, -0.837, 0.114, -0.176, -0.069, -0.103, -0.147, -0.180, -0.125, -0.265, 0.250, -0.530, 0.263, 0.248, 0.239, 0.247, 0.241, 0.232, -0.204, -0.071, -0.420, 0.004, -0.160, -0.122, -0.145, -0.265, -0.034, -0.207, -0.193, -0.186, -0.201, -0.256, 0.243, 0.225, 0.274, 0.239, 0.243, 0.233, 0.218, 0.236, 0.237, 0.229, 0.211, 1.582, -0.546, -0.186, -0.209, -0.160, -0.217, -0.115, -0.449, -0.206, -0.217, -0.174, -0.193, -0.211, -0.186, 0.207, 0.230, 0.235, 0.234, 0.219, 0.227, 0.230, 0.234, 0.233, 0.227]
}

Which is the most stable structure? a is the most stable.

a | {
  "formula": "C4H7FO",
  "method": "ωB97M-V/def2-TZVPD",
  "charge": 0,
  "homo_energy_ha": -0.367,
  "gap_ha": 0.4033,
  "smiles": "C=C[C@H](O)CF",
  "species": ["C", "C", "C", "C", "H", "H", "H", "H", "H", "H", "H", "O", "F"],
  "coordinates": [[-0.217, -0.793, -0.124], [-0.919, -0.240, 1.122], [1.083, -0.055, -0.514], [1.362, 1.260, -0.414], [-1.637, -0.299, -1.305], [0.177, -1.787, 0.193], [-0.218, -0.006, 1.941], [-1.778, -0.864, 1.460], [1.739, -0.684, -1.110], [2.242, 1.697, -0.931], [0.635, 1.861, 0.207], [-1.032, -1.079, -1.200], [-1.438, 0.987, 0.676]],
  "nbo_charge": [0.026, 0.024, -0.210, -0.396, 0.477, 0.175, 0.183, 0.181, 0.197, 0.212, 0.211, -0.689, -0.391]
}

b | {
  "formula": "C4H7FO",
  "method": "ωB97M-V/def2-TZVPD",
  "charge": 0,
  "homo_energy_ha": [-0.308, -0.268],
  "gap_ha": [0.3186, 0.2782],
  "species": ["C", "C", "C", "C", "O", "F", "H", "H", "H", "H", "H", "H", "H"],
  "coordinates": [[0.072, 1.973, 0.907], [-0.616, 0.984, 0.249], [0.525, -1.215, -1.615], [-0.504, -0.352, 0.617], [0.368, -0.829, 1.491], [-1.652, -1.088, 0.486], [0.267, 2.790, 0.308], [0.427, 1.970, 1.911], [-1.071, 1.263, -0.606], [1.408, -1.255, -1.059], [-0.157, -1.952, -1.699], [0.511, -0.518, -2.409], [0.424, -1.774, 1.417]],
  "nbo_charge": [-0.360, -0.334, -0.571, 0.685, -0.672, -0.353, 0.183, 0.198, 0.218, 0.171, 0.166, 0.169, 0.500]
}

Which is the most stable structure? a is the most stable.